Model a:
One molecule with the formula C4H2N2O, computed with ωB97M-V/def2-TZVPD.

Atoms and positions in Å:
C 0.61235 1.34371 -1.07346
N -0.51969 1.78320 -0.63148
H 1.43630 1.87454 -1.66281
C -0.00073 -2.47450 1.40835
N -0.97208 0.74225 0.20285
C -0.17940 -1.46690 0.78451
C -0.15558 -0.23955 0.19119
O 0.91669 0.11292 -0.63188
H 0.01280 -3.43266 1.85472

HOMO level = -10.10 eV
SMILES = C#Cc1nnco1

=====

Model b:
One molecule with the formula C4H2N2O, computed with ωB97M-V/def2-TZVPD.

Atoms and positions in Å:
N -1.46880 0.52323 -0.17642
C -0.95083 -0.70462 0.09410
H -2.46586 0.54751 -0.33342
H -0.96052 1.39727 -0.17499
C 1.69666 -0.86465 0.06376
O -1.58710 -1.73482 0.16937
C 2.53065 0.24775 -0.00942
C 0.49057 -0.78975 0.20763
N 2.71524 1.37808 0.15941

HOMO level = -10.70 eV
SMILES = N#CC#CC(N)=O

=====

Most favorable first, least favorable last: model b, model a

=====

Model a:
A 2-piece molecular cluster, C3HFO3 overall, computed with ωB97M-V/def2-TZVPD.

Atoms and positions in Å:
O 0.05422 -2.03314 0.59908
O 1.27928 -0.66891 1.96615
F -1.04348 0.95624 0.73700
C -0.28219 1.07819 -0.37787
C -0.52180 0.40123 -1.46517
O -0.67219 -0.17345 -2.45981
H 0.53009 1.78173 -0.28371
C 0.65606 -1.34189 1.28433

HOMO level = -9.53 eV
SMILES = O=C=CF.O=C=O

=====

Model b:
A 2-piece molecular cluster, C3HFO3 overall, computed with ωB97M-V/def2-TZVPD.

Atoms and positions in Å:
O 0.57692 1.43507 0.69156
O 0.37950 -2.44877 1.08090
C 1.33275 -1.82933 1.00609
C -0.13146 1.25077 -0.19725
O 2.32879 -1.27744 0.99368
H -0.95235 0.47443 -1.92925
C -1.14212 1.06366 -0.99872
F -2.39204 1.33162 -0.64701

HOMO level = -9.36 eV
SMILES = O=C=CF.O=C=O

=====

Most favorable first, least favorable last: model a, model b

=====

Model a:
A 2-piece molecular cluster, C3H7O3 overall, computed with ωB97M-V/def2-TZVPD.

Atoms and positions in Å:
C 0.56454 -2.03079 0.35241
O -1.81099 -1.96572 -0.07606
O -0.88612 -0.25128 1.04444
H 1.10109 -1.63061 1.21303
H -0.10317 3.33614 -0.68276
C -0.85923 -1.35084 0.42562
H 0.44944 -3.10535 0.46288
H 0.32313 0.91740 0.65381
C -0.04314 2.23229 -0.74832
O 0.81418 1.68930 0.22718
H -1.04766 1.84512 -0.57321
H 1.11778 -1.77251 -0.54782
H 0.38017 2.08684 -1.75120

HOMO level = -4.40 eV
total charge = -1

=====

Model b:
A 2-piece molecular cluster, C3H7O3 overall, computed with ωB97M-V/def2-TZVPD.

Atoms and positions in Å:
C 0.58093 -0.32261 -1.07614
C 0.78779 -1.30834 -2.27580
H -2.23882 1.54794 1.36093
H -0.13473 0.17669 2.65142
O -0.88591 0.77978 2.75270
H -1.63300 -0.03151 0.95356
O 1.25690 -0.55182 -0.05013
H 0.37926 -2.30980 -2.09924
H 0.27356 -0.90327 -3.14257
H 1.85416 -1.50262 -2.42050
H -0.59103 1.29180 0.74120
C -1.35565 0.91404 1.40202
O -0.28303 0.55497 -1.28267

HOMO level = -4.14 eV
total charge = -1

=====

Model c:
A 2-piece molecular cluster, C3H7O3 overall, computed with ωB97M-V/def2-TZVPD.

Atoms and positions in Å:
H 0.14292 -0.27589 -1.18195
O 0.12451 -0.40578 -2.17547
H 2.20572 0.79881 2.30809
H -1.30090 -1.76966 -3.01633
H 0.78294 0.68229 3.39969
O 0.97453 0.24943 0.12864
C 0.40134 0.17734 1.25199
H 0.82042 1.96561 2.22272
C 1.13323 0.93054 2.39893
C -1.21538 -0.84584 -2.43528
O -0.71144 -0.31983 1.48890
H -1.71055 0.00528 -2.90890
H -1.64734 -1.19231 -1.48104

HOMO level = -4.43 eV
total charge = -1

=====

Most favorable first, least favorable last: model a, model c, model b